(1)
This record from the Open Molecules 2025 dataset describes a cluster of 7 separate species, C38H90N3O8 in total. The level of theory is ωB97M-V/def2-TZVPD.

Each line ends with the Mulliken charge.
Positions of all 139 atoms, in Å:
C1 3.671 -5.205 2.929  -0.591
C2 4.923 -5.816 2.042  -0.560
C3 5.945 -4.558 1.688  -0.641
C4 5.378 -3.922 0.259  -0.463
C5 5.233 -2.288 0.335  -0.112
C6 6.096 -1.641 -0.934  -0.480
C7 6.209 -0.006 -0.861  -0.790
C8 4.759 0.750 -0.548  0.902
C9 4.747 1.414 0.951  -0.485
C10 5.641 2.785 1.109  -0.673
C11 4.836 4.171 0.733  -0.538
C12 4.353 4.268 -0.841  -0.581
C13 2.739 4.008 -0.962  -0.334
C14 2.269 3.141 -2.271  -0.811
C15 1.241 1.891 -1.891  0.474
C16 -0.342 2.229 -2.149  -0.647
C17 -1.112 2.959 -0.901  -0.398
C18 -1.122 2.110 0.504  -0.013
N1 -2.436 1.417 0.818  0.109
C19 -3.217 0.745 -0.301  -0.412
C20 -3.995 -0.617 0.277  0.184
C21 -3.397 -2.072 -0.234  -0.228
O1 -4.329 -2.795 -1.124  -0.332
C22 -3.729 -4.063 -1.604  0.552
C23 -4.618 -5.218 -2.412  -0.657
O2 -2.415 -4.358 -1.448  -0.526
C24 -3.910 -0.238 1.880  -0.708
C25 -4.355 -1.353 3.003  -0.382
N2 -4.542 -0.622 4.329  -0.644
C26 -2.375 0.377 1.936  -0.210
N3 -1.314 -0.701 1.850  -0.563
H1 2.698 -5.774 2.538  0.154
H2 3.600 -4.040 2.765  0.259
H3 3.887 -5.449 4.066  0.100
H4 4.552 -6.260 1.024  0.314
H5 5.506 -6.565 2.726  0.285
H6 5.957 -3.759 2.552  0.321
H7 7.033 -4.950 1.502  0.318
H8 4.344 -4.386 -0.073  0.234
H9 6.167 -4.174 -0.568  0.343
H10 5.590 -1.812 1.345  0.086
H11 4.070 -2.054 0.207  0.009
H12 5.548 -2.045 -1.911  0.058
H13 7.161 -2.169 -0.891  0.403
H14 7.041 0.320 -0.072  0.280
H15 6.636 0.351 -1.914  0.276
H16 3.856 -0.029 -0.572  -0.246
H17 4.538 1.508 -1.424  -0.358
H18 3.633 1.544 1.338  0.108
H19 5.244 0.610 1.678  0.234
H20 5.905 2.870 2.270  0.334
H21 6.703 2.707 0.570  0.239
H22 5.618 5.059 0.885  0.294
H23 3.936 4.418 1.454  0.174
H24 5.011 3.631 -1.581  0.324
H25 4.534 5.404 -1.160  0.400
H26 2.223 5.079 -1.071  0.323
H27 2.248 3.536 0.014  0.008
H28 1.655 3.851 -2.998  0.391
H29 3.171 2.725 -2.926  0.387
H30 1.463 1.628 -0.767  -0.091
H31 1.525 0.979 -2.598  -0.199
H32 -0.896 1.248 -2.498  0.107
H33 -0.393 2.990 -3.065  0.410
H34 -2.203 3.313 -1.232  0.362
H35 -0.532 3.975 -0.666  0.227
H36 -0.234 1.339 0.569  0.210
H37 -0.965 2.913 1.373  -0.383
H38 -3.108 2.121 1.222  0.593
H39 -2.589 0.374 -1.238  -0.063
H40 -3.993 1.561 -0.660  0.293
H41 -5.098 -0.558 -0.112  0.489
H42 -2.405 -1.815 -0.842  -0.004
H43 -3.064 -2.766 0.654  0.253
H44 -5.076 -6.025 -1.676  0.276
H45 -5.436 -4.734 -3.104  0.106
H46 -3.858 -5.779 -3.105  0.292
H47 -4.729 0.614 1.960  0.367
H48 -3.494 -2.158 3.175  0.242
H49 -5.339 -1.936 2.731  0.297
H50 -4.521 0.412 4.123  0.292
H51 -3.682 -0.819 4.913  0.310
H52 -2.240 0.925 2.966  0.413
H53 -0.927 -0.716 0.870  0.299
H54 -1.711 -1.654 2.020  0.330
C27 -7.828 -2.432 -6.228  -0.877
C28 -6.839 -3.429 -5.660  -0.213
O3 -7.532 -4.531 -5.093  -0.546
H55 -8.507 -2.076 -5.446  0.228
H56 -7.310 -1.574 -6.665  0.246
H57 -8.449 -2.900 -7.000  0.338
H58 -6.236 -2.964 -4.874  0.231
H59 -6.165 -3.800 -6.438  0.270
H60 -8.057 -4.942 -5.801  0.303
C29 -0.813 6.812 3.266  -0.934
C30 -0.775 5.322 3.000  -0.218
O4 -0.160 5.068 1.746  -0.424
H61 -1.366 7.330 2.476  0.310
H62 -1.288 7.025 4.228  0.383
H63 0.199 7.230 3.273  0.057
H64 -1.789 4.912 2.973  0.248
H65 -0.212 4.798 3.779  0.321
H66 0.742 5.428 1.783  0.239
C31 -10.192 1.430 -6.579  -1.048
C32 -8.768 1.115 -6.170  -0.154
O5 -8.064 0.546 -7.264  -0.498
H67 -10.706 0.523 -6.913  0.273
H68 -10.750 1.866 -5.746  0.320
H69 -10.208 2.132 -7.419  0.326
H70 -8.756 0.397 -5.345  0.244
H71 -8.243 2.020 -5.848  0.284
H72 -8.073 1.195 -7.988  0.284
C33 1.102 -2.681 -2.914  -0.984
C34 2.403 -2.021 -3.322  0.297
O6 3.473 -2.948 -3.208  -0.476
H73 1.162 -3.047 -1.884  0.277
H74 0.268 -1.978 -2.992  0.208
H75 0.892 -3.548 -3.548  0.423
H76 2.620 -1.168 -2.672  -0.299
H77 2.356 -1.664 -4.355  0.315
H78 3.275 -3.698 -3.796  0.282
C35 1.944 10.059 4.303  -1.001
C36 2.774 8.816 4.545  -0.290
O7 3.384 8.397 3.333  -0.489
H79 1.171 9.866 3.552  0.252
H80 1.463 10.393 5.227  0.317
H81 2.567 10.872 3.917  0.363
H82 2.144 8.000 4.910  0.237
H83 3.557 9.005 5.286  0.335
H84 3.948 9.125 3.022  0.288
C37 2.505 -8.621 6.577  -1.056
C38 2.227 -7.164 6.270  -0.187
O8 2.086 -6.982 4.869  -0.438
H85 3.417 -8.954 6.071  0.274
H86 2.621 -8.777 7.653  0.328
H87 1.690 -9.256 6.214  0.335
H88 3.054 -6.536 6.614  0.275
H89 1.309 -6.827 6.762  0.243
H90 1.344 -7.538 4.574  0.253

Output
- Total energy: -2267.28190 Ha
- F_max: 8.66 eV/Å
- Orbital gap: 8.257 eV
- Total charge: +1

---

(2)
This record from the Open Molecules 2025 dataset describes a cluster of 10 separate species, C38H91NO29PS9 in total. The level of theory is ωB97M-V/def2-TZVPD.

Each line ends with the Mulliken charge.
Positions of all 169 atoms, in Å:
C1 4.862 0.332 -0.811  -0.650
C2 4.063 -1.068 -0.783  0.764
C3 3.054 -1.300 -1.974  -0.870
C4 2.245 -2.616 -1.939  -0.095
C5 2.376 -3.704 -0.805  0.625
C6 1.449 -5.026 -0.836  -0.826
P1 -0.397 -4.496 -0.589  0.804
O1 -0.283 -4.199 1.151  -0.494
C7 -0.782 -2.813 1.179  -0.386
C8 -1.966 -2.693 0.052  0.300
C9 -2.219 -1.284 -0.669  -0.616
N1 -3.255 -1.342 -1.762  -0.519
O2 -2.065 -3.916 -0.761  -0.409
C10 3.420 -3.468 0.340  -0.684
C11 4.252 -2.143 0.334  -0.466
H1 5.279 0.532 0.234  0.106
H2 4.119 1.143 -1.161  0.342
H3 5.681 0.226 -1.614  0.008
H4 2.900 -0.526 -2.805  0.242
H5 1.468 -2.846 -2.746  0.383
H6 1.761 -5.739 0.025  0.368
H7 1.598 -5.628 -1.799  0.125
H8 -0.106 -3.064 -0.648  -0.259
H9 -0.416 -4.514 -2.047  -0.530
H10 -0.840 -5.870 -0.428  -0.127
H11 0.017 -1.983 1.219  0.209
H12 -1.275 -2.707 2.225  0.237
H13 -2.907 -2.802 0.709  0.167
H14 -2.626 -0.520 0.100  0.091
H15 -1.262 -0.807 -1.109  0.242
H16 -3.943 -2.042 -1.453  0.221
H17 -2.791 -1.603 -2.641  0.241
H18 3.519 -4.288 1.130  0.245
H19 5.014 -1.957 1.175  0.268
O3 -7.262 -0.429 1.757  -0.661
S1 -6.091 0.397 1.611  1.278
O4 -4.898 0.167 2.383  -0.620
O5 -6.521 1.952 1.769  -0.254
C12 -7.195 2.352 2.963  -0.091
C13 -6.248 2.415 4.148  -1.016
C14 -5.638 0.455 -0.098  -0.748
H20 -8.041 1.689 3.168  0.346
H21 -7.604 3.350 2.781  -0.083
H22 -5.869 1.424 4.403  0.354
H23 -6.754 2.817 5.029  0.405
H24 -5.384 3.041 3.917  0.286
H25 -6.525 0.662 -0.695  0.260
H26 -5.226 -0.518 -0.364  0.175
H27 -4.882 1.226 -0.238  0.384
O6 3.574 -6.952 -3.026  -0.616
S2 3.638 -6.880 -4.462  1.238
O7 2.471 -7.066 -5.289  -0.624
O8 4.808 -7.872 -4.986  -0.291
C15 4.745 -9.249 -4.618  -0.322
C16 3.669 -9.990 -5.390  -0.975
C17 4.402 -5.353 -4.926  -0.918
H28 4.599 -9.351 -3.539  0.301
H29 5.719 -9.687 -4.854  0.271
H30 2.674 -9.625 -5.130  0.289
H31 3.700 -11.060 -5.170  0.385
H32 3.796 -9.843 -6.466  0.252
H33 5.306 -5.213 -4.334  0.310
H34 3.690 -4.553 -4.720  0.340
H35 4.630 -5.381 -5.991  0.351
O9 7.301 0.404 -4.128  -0.631
S3 8.484 0.666 -3.354  1.120
O10 8.595 1.823 -2.501  -0.545
O11 9.773 0.618 -4.333  -0.254
C18 9.794 1.477 -5.472  -0.335
C19 10.052 2.922 -5.084  -0.972
C20 8.869 -0.767 -2.391  -0.929
H36 8.866 1.381 -6.043  0.326
H37 10.606 1.131 -6.118  0.272
H38 9.227 3.325 -4.493  0.281
H39 10.163 3.549 -5.972  0.388
H40 10.956 3.002 -4.475  0.250
H41 8.824 -1.648 -3.029  0.367
H42 8.126 -0.838 -1.596  0.313
H43 9.863 -0.646 -1.960  0.337
O12 7.044 -0.230 3.216  -0.552
S4 6.893 0.166 4.590  1.193
O13 5.730 -0.192 5.361  -0.612
O14 7.119 1.765 4.705  -0.223
C21 6.304 2.624 3.908  -0.064
C22 4.886 2.712 4.441  -1.183
C23 8.329 -0.334 5.495  -0.934
H44 6.315 2.301 2.863  0.170
H45 6.761 3.617 3.942  0.247
H46 4.374 1.751 4.360  0.322
H47 4.305 3.448 3.879  0.393
H48 4.888 2.990 5.498  0.289
H49 9.219 -0.038 4.941  0.254
H50 8.292 -1.419 5.597  0.372
H51 8.307 0.132 6.479  0.333
O15 9.804 2.198 2.475  -0.532
S5 10.416 3.104 1.541  1.110
O16 11.745 2.884 1.029  -0.637
O17 10.332 4.610 2.135  -0.277
C24 10.890 4.863 3.424  -0.249
C25 12.407 4.884 3.387  -1.052
C26 9.327 3.337 0.168  -0.778
H52 10.522 4.133 4.152  0.238
H53 10.527 5.844 3.742  0.299
H54 12.810 3.901 3.138  0.306
H55 12.816 5.177 4.358  0.392
H56 12.764 5.581 2.625  0.264
H57 8.323 3.539 0.539  0.351
H58 9.333 2.418 -0.418  0.191
H59 9.694 4.164 -0.439  0.373
O18 -1.998 -2.652 -5.589  -0.605
S6 -2.263 -3.826 -6.376  1.233
O19 -2.157 -3.818 -7.814  -0.645
O20 -3.714 -4.417 -5.967  -0.277
C27 -4.850 -3.558 -6.063  -0.280
C28 -5.267 -3.333 -7.505  -0.995
C29 -1.285 -5.167 -5.758  -0.926
H60 -4.656 -2.609 -5.555  0.293
H61 -5.667 -4.048 -5.527  0.267
H62 -4.501 -2.784 -8.056  0.306
H63 -6.193 -2.756 -7.556  0.354
H64 -5.412 -4.288 -8.017  0.261
H65 -1.380 -5.211 -4.673  0.253
H66 -0.248 -4.975 -6.036  0.388
H67 -1.625 -6.094 -6.219  0.334
O21 -4.233 2.984 6.180  -0.492
S7 -3.693 3.518 7.401  1.105
O22 -2.786 4.637 7.405  -0.617
O23 -3.032 2.311 8.254  -0.296
C30 -2.019 1.515 7.634  -0.287
C31 -0.701 2.260 7.530  -0.988
C32 -5.023 3.881 8.509  -0.987
H68 -2.354 1.164 6.654  0.298
H69 -1.881 0.631 8.262  0.272
H70 -0.783 3.115 6.855  0.295
H71 0.085 1.607 7.146  0.390
H72 -0.399 2.648 8.506  0.258
H73 -5.701 3.030 8.544  0.311
H74 -5.541 4.759 8.124  0.369
H75 -4.613 4.097 9.496  0.352
O24 -10.143 -1.958 -4.369  -0.646
S8 -9.683 -0.599 -4.256  1.188
O25 -8.319 -0.286 -3.922  -0.567
O26 -10.662 0.205 -3.249  -0.246
C33 -10.850 -0.307 -1.928  -0.568
C34 -9.634 -0.067 -1.052  -0.837
C35 -10.105 0.277 -5.734  -0.925
H76 -11.110 -1.369 -1.962  0.342
H77 -11.707 0.221 -1.501  0.295
H78 -8.772 -0.633 -1.410  0.288
H79 -9.830 -0.374 -0.022  0.435
H80 -9.354 0.989 -1.063  0.262
H81 -11.146 0.077 -5.982  0.321
H82 -9.452 -0.086 -6.529  0.358
H83 -9.937 1.341 -5.575  0.305
O27 -11.154 5.199 2.815  -0.666
S9 -9.986 6.026 2.671  1.245
O28 -8.792 5.798 3.445  -0.592
O29 -10.418 7.579 2.831  -0.266
C36 -11.095 7.977 4.023  -0.339
C37 -10.152 8.042 5.211  -0.974
C38 -9.531 6.087 0.963  -0.912
H84 -11.940 7.312 4.225  0.324
H85 -11.506 8.973 3.839  0.265
H86 -9.772 7.051 5.468  0.289
H87 -10.662 8.442 6.090  0.381
H88 -9.287 8.670 4.983  0.260
H89 -10.418 6.294 0.365  0.330
H90 -9.116 5.114 0.698  0.336
H91 -8.776 6.861 0.825  0.320

Output
- Total energy: -7663.89693 Ha
- F_max: 4.89 eV/Å
- Orbital gap: 5.639 eV
- Total charge: -1